Entry 1:
{"formula": "C11H27AlN3O3S", "method": "ωB97M-V/def2-TZVPD", "e_lumo_ha": 0.100, "total_energy_ev": -39891.7460, "total_charge": -1, "gap_ev": 7.41, "multiplicity": 1, "species": ["C", "H", "C", "H", "H", "N", "H", "H", "C", "O", "H", "C", "H", "C", "H", "O", "H", "H", "H", "H", "N", "C", "C", "H", "C", "H", "H", "S", "H", "H", "C", "H", "C", "Al", "H", "O", "C", "H", "H", "N", "H", "H", "H", "H", "H", "H"], "xyz": [[1.894, -1.935, 2.433], [-1.838, -2.390, 3.018], [4.183, 1.126, -0.818], [1.658, 0.935, 1.205], [3.732, 2.021, 0.969], [-2.650, -3.327, -4.447], [-3.492, 3.946, 0.992], [-0.592, 4.110, 0.752], [-1.393, 3.838, 1.419], [-3.668, 1.546, 1.520], [3.380, -0.586, -1.826], [2.990, 0.338, -1.403], [2.586, -1.212, 2.838], [-0.333, -0.156, -0.707], [2.978, 2.719, -0.308], [-2.403, 1.142, -0.247], [3.000, -2.263, 0.661], [-1.383, -0.078, 1.170], [-3.963, -2.734, -2.348], [4.826, 1.489, -1.617], [3.832, 2.282, 0.005], [1.976, -1.981, 0.910], [-2.634, 3.431, 0.597], [-0.400, 0.347, -1.664], [-1.169, 0.545, 0.312], [0.541, -1.713, 4.037], [-2.038, -3.481, -5.226], [-0.735, -2.751, 2.342], [2.533, 0.955, -2.171], [1.313, -2.737, 0.500], [0.524, -1.580, 2.962], [-3.538, -3.790, -4.423], [-2.954, 1.962, 0.672], [1.604, -0.184, 0.014], [-2.486, 3.709, -0.436], [-1.129, -1.924, -3.506], [-2.205, -2.476, -3.461], [-1.604, 4.648, 2.101], [4.758, 0.451, -0.195], [-3.067, -2.292, -2.416], [-2.765, -1.673, -1.681], [2.135, -2.925, 2.825], [-0.573, 1.364, 0.695], [-0.658, -1.182, -0.836], [-1.014, 3.015, 2.002], [0.241, -0.551, 2.784]], "forces_ev_per_angstrom": [[-0.579, -0.715, -0.725], [0.279, 0.270, 0.162], [-0.750, -0.160, -0.157], [-0.120, 0.080, 0.232], [-0.446, -0.077, 0.093], [-0.003, -0.060, -0.128], [-0.436, 0.195, 0.031], [0.353, 0.268, -0.129], [-0.070, -0.436, -0.229], [-1.261, -0.707, 1.498], [-0.015, -0.100, -0.472], [0.034, 0.118, 1.181], [0.329, 0.261, 0.156], [0.190, -0.205, 0.512], [-0.176, -0.162, 0.104], [0.137, 0.036, -0.040], [0.173, -0.216, -0.211], [-0.533, -0.334, 0.117], [0.025, -0.009, -0.017], [0.336, -0.057, -0.188], [0.785, 0.521, -0.152], [0.347, 0.982, -0.141], [0.335, 0.100, -0.077], [0.072, 0.189, -0.283], [1.004, 0.319, -0.377], [-0.034, 0.059, 0.346], [0.009, 0.015, 0.036], [0.006, -0.274, -0.467], [-0.166, -0.046, -0.446], [-0.097, -0.304, -0.035], [-0.483, -0.146, 0.903], [0.011, 0.022, 0.043], [0.565, 0.293, -0.782], [-0.103, -0.169, -0.343], [-0.043, 0.138, -0.358], [0.271, -0.052, -0.387], [-0.228, 0.069, 0.343], [-0.070, 0.297, 0.048], [0.374, -0.111, 0.124], [-0.059, 0.025, 0.054], [0.034, 0.031, -0.025], [0.216, -0.085, 0.385], [-0.084, 0.505, 0.135], [-0.152, -0.307, -0.199], [0.053, -0.265, 0.326], [-0.031, 0.203, -0.459]]}

Entry 2:
{"formula": "C32H31AsCuIN2O4", "method": "ωB97M-V/def2-TZVPD", "e_lumo_ha": [0.080, 0.080], "e_above_lowest_kj_mol": 139.5, "total_energy_ev": -158438.7284, "total_charge": -1, "gap_ev": [6.88, 6.91], "multiplicity": 2, "species": ["C", "O", "H", "H", "C", "C", "C", "H", "H", "C", "H", "I", "H", "N", "H", "C", "C", "C", "H", "H", "C", "H", "C", "H", "H", "H", "C", "H", "H", "C", "C", "C", "C", "C", "H", "C", "C", "Cu", "C", "C", "H", "H", "H", "O", "H", "C", "H", "H", "C", "H", "H", "H", "C", "H", "H", "C", "C", "H", "H", "H", "N", "As", "C", "O", "C", "O", "C", "C", "H", "C", "C", "C"], "xyz": [[-1.925, -1.756, 1.777], [-0.264, -1.562, 0.066], [0.934, 2.080, -1.768], [0.799, 1.967, 1.076], [3.515, -1.623, -0.501], [4.438, 0.504, -1.488], [2.069, 0.375, -1.145], [-0.676, 1.764, 3.112], [-2.034, -0.265, 3.328], [-6.086, 1.881, -3.628], [-1.201, 3.438, -1.604], [2.788, 4.208, -3.058], [3.895, 1.809, 2.371], [-0.286, -0.101, 2.243], [-3.438, -4.689, -0.240], [-1.283, -2.167, 0.565], [-4.632, 0.127, -2.863], [-3.644, -3.433, 1.494], [-1.389, -3.574, -1.039], [-2.490, 3.315, -0.419], [3.701, -1.596, 2.622], [-3.563, -2.045, 3.117], [1.918, 1.635, -1.693], [-2.178, 0.766, -3.412], [7.590, -1.109, 2.506], [-2.817, 2.946, -2.120], [5.680, -0.176, 2.308], [-6.700, 2.322, -4.402], [6.082, 0.807, 2.083], [-1.875, -3.253, -0.128], [-3.097, -2.391, 2.203], [3.442, 0.821, 2.169], [3.329, -0.197, -1.028], [3.034, 2.300, -2.155], [-5.574, 0.152, -4.780], [-5.930, 2.525, -2.411], [-1.382, 0.372, -2.780], [1.257, -1.306, 1.283], [4.299, 1.755, -2.063], [-1.406, -0.651, 2.512], [-4.994, 2.494, -0.495], [6.615, -3.309, 3.100], [1.200, -0.170, -0.812], [2.525, -2.185, 0.059], [-0.422, 0.677, -3.193], [6.517, -1.235, 2.558], [4.168, -3.610, 3.151], [-4.545, -3.922, 1.839], [-2.081, 2.859, -1.322], [-6.445, 3.456, -2.213], [-3.755, 0.594, 0.358], [-3.386, -0.797, -0.671], [-5.109, 1.984, -1.441], [5.157, 2.290, -2.445], [0.608, 0.800, 3.893], [4.604, -2.651, 2.912], [-5.443, 0.673, -3.841], [5.409, 0.041, -1.399], [1.640, 2.644, 2.514], [-4.159, -0.831, -3.035], [2.213, 0.707, 1.879], [-1.586, 0.969, -0.916], [5.962, -2.474, 2.879], [2.435, -1.790, 2.724], [0.158, 1.073, 2.929], [4.593, -2.165, -0.722], [-3.460, 0.291, -0.651], [-3.016, -3.864, 0.322], [-1.414, -0.716, -2.798], [4.292, -0.322, 2.330], [1.242, 1.726, 2.050], [-4.423, 0.789, -1.653]], "forces_ev_per_angstrom": [[-0.008, -0.560, -0.453], [0.438, -0.468, -0.138], [0.052, 0.038, -0.035], [-0.020, 0.073, 0.095], [0.555, 0.054, -0.448], [-0.038, -0.175, 0.114], [0.206, -0.092, 0.048], [0.071, -0.025, -0.003], [-0.027, 0.129, -0.094], [-0.050, 0.088, -0.106], [0.136, -0.123, 0.011], [0.046, -0.333, 0.185], [-0.143, -0.060, 0.041], [0.068, -0.988, 0.249], [0.005, -0.013, -0.002], [-0.440, -0.040, 0.121], [-0.009, -0.051, 0.113], [-0.273, -0.112, 0.157], [0.051, -0.014, -0.030], [-0.029, -0.009, 0.039], [0.740, 0.201, 0.259], [-0.074, 0.021, 0.067], [-0.244, 0.094, -0.054], [0.009, 0.013, 0.032], [0.040, 0.001, 0.030], [-0.013, -0.037, -0.036], [0.001, 0.031, -0.002], [-0.060, -0.034, -0.020], [0.063, 0.006, -0.013], [0.023, 0.041, -0.230], [0.120, -0.013, -0.053], [-0.132, 0.621, 0.090], [0.046, -0.238, -0.090], [-0.126, 0.649, -0.266], [-0.010, -0.032, -0.033], [-0.108, 0.120, -0.005], [-0.053, -0.015, -0.022], [-0.031, 0.299, -0.144], [0.156, 0.108, -0.020], [0.289, 0.654, 0.295], [0.053, 0.052, 0.061], [0.021, -0.062, -0.026], [-0.137, -0.027, -0.105], [-0.831, 0.047, 0.342], [0.050, 0.070, 0.133], [0.295, 0.228, -0.040], [-0.033, -0.095, 0.003], [-0.044, 0.001, 0.031], [0.047, -0.132, -0.007], [-0.017, 0.036, -0.036], [0.088, -0.068, -0.045], [0.043, -0.025, 0.074], [-0.019, -0.112, 0.115], [0.030, 0.011, 0.027], [-0.011, 0.047, -0.113], [-0.171, 0.059, 0.047], [-0.083, -0.029, -0.153], [0.049, -0.094, 0.000], [-0.080, -0.083, -0.050], [0.109, -0.014, -0.002], [0.234, -0.305, -0.202], [-0.237, 0.617, -0.231], [-0.059, -0.078, -0.039], [-0.579, -0.326, 0.306], [0.095, 0.695, 0.263], [0.195, 0.086, -0.104], [0.233, -0.124, 0.243], [-0.004, 0.027, 0.004], [0.015, -0.094, 0.042], [-0.037, -0.632, -0.093], [-0.204, 0.376, 0.109], [-0.239, 0.134, -0.208]]}